# 1
A cluster of 7 separate species, C21H54F2O9S in total, computed with ωB97M-V/def2-TZVPD.

```
87
Properties=species:S:1:pos:R:3:forces:R:3
O -3.920 1.723 -1.973 -0.036 -0.069 0.620
S -3.908 1.347 -3.357 0.301 -0.168 -0.505
O -2.892 2.447 -4.142 0.152 -0.337 -0.147
F -2.706 3.579 -3.330 -0.183 0.274 0.025
O -5.253 1.878 -4.037 -0.132 0.210 0.094
C -6.518 1.614 -3.366 -0.005 -0.150 0.069
C -7.320 2.893 -3.347 0.062 0.074 -0.169
C -6.750 3.935 -2.419 0.070 -0.023 0.073
F -6.792 3.456 -1.112 -0.005 -0.008 0.051
H -7.016 0.832 -3.936 -0.022 0.007 -0.025
H -6.339 1.260 -2.351 0.061 0.016 0.011
H -8.344 2.662 -3.048 -0.037 -0.008 -0.040
H -7.334 3.302 -4.360 -0.142 0.019 -0.001
H -7.334 4.855 -2.447 -0.015 0.037 -0.037
H -5.709 4.157 -2.658 0.030 0.003 0.028
C -1.508 1.742 1.641 -0.033 -0.012 -0.006
C -1.100 0.543 0.799 0.034 0.003 0.032
C -0.051 0.915 -0.234 -0.029 -0.009 -0.045
O -2.240 -0.055 0.183 0.002 0.019 -0.045
H -1.941 2.516 1.002 0.009 0.009 0.006
H -2.253 1.455 2.383 -0.002 -0.002 -0.002
H -0.644 2.166 2.155 0.010 -0.004 -0.001
H -0.702 -0.237 1.453 0.016 0.005 0.000
H -0.454 1.664 -0.923 0.004 0.016 0.017
H 0.243 0.041 -0.816 -0.006 -0.006 0.008
H 0.836 1.326 0.249 0.027 -0.020 -0.018
H -2.621 0.603 -0.412 -0.143 -0.005 -0.035
C -3.345 -2.868 -2.860 0.059 0.099 -0.003
C -4.651 -2.839 -3.637 0.023 0.030 0.133
C -5.293 -4.210 -3.711 -0.022 -0.029 -0.067
O -4.447 -2.270 -4.932 -0.049 -0.007 0.009
H -2.615 -3.507 -3.364 -0.018 -0.027 0.002
H -2.920 -1.868 -2.776 0.008 -0.004 0.010
H -3.488 -3.261 -1.853 0.011 -0.022 -0.005
H -5.346 -2.156 -3.142 0.003 0.019 -0.005
H -4.626 -4.919 -4.212 0.002 0.000 0.010
H -6.231 -4.169 -4.264 0.012 0.011 -0.020
H -5.502 -4.578 -2.706 -0.020 -0.031 -0.005
H -3.833 -2.841 -5.408 -0.008 0.018 -0.030
C 4.274 3.396 0.391 0.032 -0.036 0.010
C 3.144 3.161 1.378 -0.013 0.023 -0.011
C 3.428 3.791 2.732 -0.010 -0.034 0.011
O 2.889 1.762 1.512 0.011 -0.005 0.039
H 5.188 2.943 0.784 0.043 0.064 -0.030
H 4.037 2.941 -0.571 0.000 0.002 -0.001
H 4.465 4.459 0.235 -0.040 0.014 0.018
H 2.212 3.568 0.977 -0.002 -0.004 -0.004
H 4.339 3.363 3.160 0.007 0.015 0.000
H 2.604 3.606 3.420 0.000 -0.004 0.000
H 3.572 4.869 2.641 -0.002 0.005 -0.008
H 3.686 1.347 1.863 0.003 -0.003 -0.007
C -6.397 -1.909 1.419 0.036 0.003 -0.025
C -6.602 -3.310 0.868 -0.063 0.029 0.015
C -6.040 -4.379 1.789 0.030 -0.009 -0.031
O -6.044 -3.424 -0.443 0.053 -0.017 0.000
H -5.330 -1.698 1.534 -0.001 0.005 0.006
H -6.818 -1.165 0.743 -0.003 0.001 -0.002
H -6.870 -1.799 2.396 -0.007 -0.005 0.005
H -7.669 -3.488 0.718 -0.002 0.000 0.013
H -4.963 -4.235 1.919 -0.004 0.004 0.016
H -6.206 -5.371 1.371 0.000 -0.001 -0.003
H -6.505 -4.332 2.775 -0.006 0.006 0.003
H -5.093 -3.278 -0.366 -0.006 0.048 0.000
C 8.569 1.513 -0.599 -0.029 0.015 0.015
C 7.919 0.467 0.291 0.065 -0.011 0.004
C 7.755 -0.867 -0.418 -0.043 0.001 0.020
O 6.657 0.937 0.775 -0.057 -0.016 -0.020
H 7.953 1.695 -1.484 0.014 -0.009 -0.012
H 8.681 2.454 -0.061 0.000 0.000 0.002
H 9.554 1.186 -0.935 0.003 -0.007 0.002
H 8.519 0.323 1.191 -0.025 0.013 0.021
H 7.116 -0.755 -1.299 0.016 -0.005 -0.012
H 7.293 -1.597 0.246 -0.001 0.002 0.001
H 8.719 -1.256 -0.750 0.007 0.004 0.000
H 6.084 1.075 0.011 -0.008 -0.013 0.003
C 7.837 -2.112 5.383 0.032 -0.002 -0.018
C 7.591 -1.090 4.286 -0.031 0.019 0.040
C 6.357 -1.413 3.461 0.019 0.017 -0.077
O 8.742 -0.961 3.449 0.013 -0.022 -0.027
H 7.991 -3.103 4.947 -0.015 -0.006 0.009
H 8.723 -1.850 5.961 0.003 0.001 -0.003
H 6.983 -2.174 6.060 -0.007 0.004 -0.001
H 7.476 -0.101 4.734 -0.004 0.001 0.000
H 6.480 -2.382 2.966 -0.017 -0.015 0.027
H 6.205 -0.655 2.692 0.005 -0.002 0.001
H 5.466 -1.469 4.088 0.004 0.000 0.015
H 8.897 -1.815 3.030 0.014 0.000 0.007
```
Forces are in eV/Å.

For the frontier orbital gap, the calculation gives 0.3595 Ha. For the total energy, the calculation gives -2107.42922 a.u.

---

# 2
A structure of composition C21H55Be3F6N5O8P, computed with ωB97M-V/def2-TZVPD.

```
99
Properties=species:S:1:pos:R:3:forces:R:3
Be -2.134 -0.639 -1.681 0.583 1.709 3.617
Be 1.307 2.173 0.752 1.093 -0.585 -2.852
Be 2.255 -2.265 -2.079 -0.921 -0.307 2.469
C 0.502 -0.288 -0.586 -0.101 -0.547 -0.289
O -0.381 0.484 -0.271 -5.589 4.908 1.761
O 0.208 -1.449 -0.830 -2.927 -6.174 -3.151
O 1.628 0.069 -0.688 6.952 3.035 0.189
P 4.397 -1.294 2.550 1.662 -0.260 1.867
F 4.801 -2.438 1.493 0.340 -0.092 0.346
F 5.577 -0.245 2.003 -0.815 -0.512 -0.705
F 3.389 -0.745 1.350 -0.278 0.028 0.984
F 3.944 -0.119 3.556 -0.786 0.121 -0.463
F 3.262 -2.305 3.235 0.614 0.996 -1.257
F 5.509 -1.764 3.648 -0.966 -0.422 -0.852
C -3.253 -1.775 3.060 0.912 0.669 0.238
C -2.383 -1.942 1.777 0.422 -0.345 1.538
C -1.909 -3.388 1.553 0.243 0.109 -0.735
O -0.970 -3.818 2.502 -0.560 -0.583 0.661
C -1.080 -5.191 2.925 1.397 -0.719 -0.637
N -3.177 -1.504 0.629 0.006 -0.415 -0.929
H -2.650 -1.913 3.958 -0.003 -0.540 -0.060
H -4.170 -2.362 3.120 0.290 -0.585 -0.310
H -3.623 -0.762 3.215 0.148 0.444 -0.462
H -1.449 -1.381 1.757 -0.125 0.409 0.604
H -1.409 -3.339 0.586 0.067 -0.181 -0.472
H -2.736 -4.089 1.439 -0.330 -0.075 0.248
H -0.486 -5.893 2.340 0.145 0.320 -1.331
H -2.053 -5.679 2.865 -0.400 0.774 0.701
H -0.466 -5.368 3.808 -0.990 0.774 0.846
H -3.733 -0.730 0.964 0.131 0.666 -0.190
H -3.867 -2.240 0.682 -0.714 -0.371 -1.154
C -1.250 6.437 0.245 0.817 -0.221 -0.018
C -0.700 5.051 0.660 -2.270 -0.467 0.081
C -1.856 3.993 0.652 0.859 1.194 2.158
O -1.330 2.790 1.196 0.063 0.079 -0.978
C -2.309 2.041 1.872 0.054 -1.037 0.603
N 0.297 4.454 -0.206 0.610 -0.277 -0.266
H -2.015 6.829 0.916 0.156 -0.251 0.264
H -1.687 6.491 -0.752 0.141 -0.321 -0.187
H -0.396 7.114 0.277 -0.150 0.306 -0.087
H -0.285 5.126 1.665 -0.193 -0.080 0.075
H -2.380 3.865 -0.295 0.382 -0.143 -0.376
H -2.597 4.354 1.366 -0.256 0.178 -0.029
H -3.306 1.985 1.437 -0.044 0.639 -0.619
H -2.428 2.434 2.882 0.005 -0.209 0.163
H -1.982 1.001 1.854 0.286 0.055 0.422
H -0.216 4.350 -1.070 0.190 -0.615 -0.392
H 0.992 5.134 -0.477 0.723 0.111 0.352
C -6.058 1.603 -2.863 -1.558 0.813 -0.999
C -4.642 1.109 -2.830 1.366 2.040 0.675
C -3.539 2.215 -2.621 -0.958 -0.398 -1.544
O -2.227 1.691 -2.406 -0.761 -1.044 -0.058
C -1.169 2.594 -2.763 0.926 -1.061 0.609
N -4.538 0.285 -1.644 0.485 -2.038 -0.406
H -6.695 0.789 -3.207 -0.077 -0.298 0.365
H -6.384 2.384 -3.549 0.881 0.202 -0.471
H -6.473 2.001 -1.937 0.407 -0.343 0.494
H -4.451 0.521 -3.727 0.322 -0.009 0.051
H -3.803 2.857 -1.780 -0.135 0.093 -0.005
H -3.521 2.763 -3.563 0.001 0.474 0.149
H -1.312 3.617 -2.417 -0.581 -0.120 -0.064
H -0.911 2.592 -3.822 -0.439 -0.069 -0.128
H -0.341 2.154 -2.207 0.180 0.294 -0.108
H -5.045 0.767 -0.916 0.741 0.680 0.848
H -5.276 -0.383 -1.816 0.210 -1.364 0.021
C 6.258 2.417 0.371 -0.933 -1.123 -1.604
C 4.787 2.777 0.149 -0.527 0.099 0.067
C 4.137 2.494 -1.235 1.089 0.927 0.946
O 2.760 2.911 -1.179 0.314 -0.605 -0.585
C 2.240 2.969 -2.520 -1.106 0.218 1.057
N 3.981 1.987 1.110 -0.872 0.634 0.538
H 6.214 1.339 0.220 0.942 -0.241 0.528
H 6.594 2.714 1.365 0.052 -0.155 -0.203
H 6.878 2.806 -0.437 0.142 0.312 0.260
H 4.759 3.817 0.474 -0.898 0.247 -0.514
H 4.287 1.448 -1.502 -0.484 -0.297 0.174
H 4.593 3.068 -2.042 0.281 0.198 0.155
H 1.325 3.540 -2.362 0.084 0.233 -0.600
H 1.922 1.998 -2.898 0.399 -0.277 0.064
H 2.905 3.465 -3.228 0.079 0.041 0.214
H 4.529 2.033 1.958 -0.571 0.771 1.230
H 4.143 0.992 1.040 -0.483 -0.773 -1.161
C 2.428 -5.368 1.403 -0.568 -0.836 -0.174
C 2.122 -4.724 0.033 0.039 -3.242 1.020
C 0.903 -5.303 -0.686 2.092 -0.333 0.306
O 1.058 -4.952 -2.086 0.633 1.810 1.431
C -0.123 -5.057 -2.787 -1.092 -1.341 -0.319
N 2.111 -3.337 0.280 0.165 2.010 -1.901
H 3.322 -4.877 1.786 0.019 -0.234 0.161
H 2.600 -6.441 1.318 0.237 -0.041 -0.048
H 1.624 -5.266 2.132 -0.054 0.371 -0.005
H 2.933 -5.151 -0.558 0.521 1.109 -0.462
H 0.023 -5.062 -0.090 -0.738 0.517 -0.919
H 1.046 -6.382 -0.631 -0.331 -0.213 0.018
H -0.927 -4.512 -2.294 -0.256 0.117 -0.025
H -0.334 -6.126 -2.773 -0.824 -0.152 -0.212
H -0.072 -4.782 -3.841 0.541 0.326 0.158
H 1.219 -3.058 0.663 -0.436 0.132 -0.200
H 2.737 -3.187 1.058 0.662 0.751 -0.210
```
Forces are in eV/Å.

For the frontier orbital gap (alpha / beta), the calculation gives 0.1527 / 0.1933 Ha. Its total charge is +2. As for the spin multiplicity: 2. For the total energy, the calculation gives -2692.92188 a.u. The expectation value of S² is 0.75.